DFT (ωB97M-V with the def2-TZVPD basis set) results for the molecule C2H2N2O2S in a non-equilibrium geometry.

Largest force on an atom, hartree/bohr: 0.0618
Energy relative to the best compared isomer or geometry (same formula, charge and spin), kJ/mol: 632.2
Structure (SMILES): C=[N+]([O-])ON=C=S
Frontier orbital gap, eV: 8.90
HOMO, eV: -9.3

Bonds (Å) are listed after each position.
Element x y z (Å)
1 S -2.02951 2.30219 -0.83556  C6 1.541
2 O -0.11158 -0.27028 1.42427  N4 1.285, N5 1.622
3 O 0.86204 -2.19837 0.83030  N5 1.190
4 N -0.73834 0.76642 0.99669  O2 1.285, C6 1.213
5 N 0.64227 -1.15872 0.29539  O2 1.622, O3 1.190, C7 1.253
6 C -1.43091 1.26328 0.13311  S1 1.541, N4 1.213
7 C 0.93767 -0.46449 -0.70517  N5 1.253, H8 1.039, H9 1.102
8 H 1.45649 -0.73577 -1.56318  C7 1.039
9 H 0.41187 0.49574 -0.57583  C7 1.102

Results of the Löwdin charge analysis, in e, for atoms 1 through 8:
1 S 0.740
2 O -0.009
3 O 0.085
4 N -0.055
5 N -0.247
6 C -0.789
7 C 0.110
8 H 0.093